A single C6H9N3 molecule, computed with ωB97M-V with the def2-TZVPD basis set.

Structure (XYZ):
```
18
Properties=species:S:1:pos:R:3
C -2.66660 -0.38076 0.00135
C -2.22704 0.96038 0.06648
N -0.89117 1.04997 0.03055
N -0.49511 -0.23436 -0.03671
N 0.84196 -0.59219 -0.05076
C 1.68240 0.14190 -1.03504
C 2.79839 0.16577 0.03101
C 1.67961 -0.05634 1.03880
C -1.51348 -1.13192 -0.06605
H -3.70314 -0.71451 -0.01891
H -2.83192 1.87818 0.12542
H 1.86672 -0.39409 -1.97779
H 1.29524 1.14589 -1.21947
H 3.38230 1.08143 0.13056
H 3.48714 -0.67401 -0.05572
H 1.27798 0.88612 1.42596
H 1.85050 -0.76385 1.87738
H -1.33434 -2.20326 -0.10821
```

Values from the calculation:
**Charge**: 0
**SMILES**: c1cnn(N2CCC2)c1
**Lowest unoccupied orbital energy**: 0.043 Ha
**Orbital gap**: 10.5 eV

Here are the Löwdin charges for atoms 1 to 6, given in e: -0.09 -0.16 0.08 -0.19 -0.08 -0.14

A single C6H9N3 molecule, computed with ωB97M-V with the def2-TZVPD basis set.

Structure (XYZ):
```
18
Properties=species:S:1:pos:R:3
C -1.04242 2.06280 -0.05863
N -0.59396 0.66204 0.01629
C -1.42902 -0.48822 0.20359
C -0.56204 -1.66305 -0.34656
C 0.77900 -1.23413 0.11099
C 0.70207 0.23937 0.01082
N 1.70106 1.04714 -0.25002
C 2.96783 0.50853 -0.14936
N 4.03877 -0.00586 0.16567
H -1.28006 2.52957 1.02988
H -1.96752 2.30231 -0.57441
H -0.14056 2.69625 -0.43191
H -1.74609 -0.58825 1.20340
H -2.37814 -0.45008 -0.37069
H -0.90952 -2.65762 0.06361
H -0.68175 -1.77281 -1.36775
H 0.84194 -1.55011 1.19011
H 1.70043 -1.63790 -0.44502
```

Values from the calculation:
**Charge**: 0
**SMILES**: CN1CCC/C1=N\C#N
**Lowest unoccupied orbital energy**: 0.022 Ha
**Orbital gap**: 9.5 eV

Here are the Löwdin charges for atoms 1 to 6, given in e: -0.04 -0.11 -0.15 -0.16 -0.13 -0.33

A single C6H9N3 molecule, computed with ωB97M-V with the def2-TZVPD basis set.

Structure (XYZ):
```
18
Properties=species:S:1:pos:R:3
N -3.19354 0.68002 -0.31731
C -2.72970 -0.69242 0.17395
C -1.18082 -0.70077 0.04130
C -0.22840 0.29343 0.05795
C 1.16347 0.12488 -0.04527
C 2.09900 1.11127 0.05718
N 3.33597 0.42123 -0.01652
C 3.03010 -0.89050 -0.08363
N 1.78487 -1.11683 -0.07039
H -2.86965 1.34826 0.53296
H -4.41341 0.58337 -0.30962
H -3.05304 -1.38421 -0.77615
H -2.82103 -1.01009 1.04773
H -0.73705 -1.73333 0.08037
H -0.62282 1.49003 -0.07558
H 2.21294 2.13501 0.03188
H 4.27159 1.03218 0.06083
H 3.95153 -1.69153 -0.38967
```

Values from the calculation:
**Charge**: 0
**SMILES**: NC/C=C/c1c[nH]cn1
**Lowest unoccupied orbital energy**: 0.030 Ha
**Orbital gap**: 8.7 eV

Here are the Löwdin charges for atoms 1 to 6, given in e: -0.09 -0.28 -0.10 -0.10 -0.36 -0.04

- What is the charge in the second record?
  0

- Look up the orbital gap of the third one.
  8.7 eV

- Look up the charge of the second one.
  0

- Which formula does entry 1 have?
  C6H9N3